Computed, not measured: a single C2H2ClNO2 molecule in a non-equilibrium geometry, with ωB97M-V with the def2-TZVPD basis set.

- Structure (SMILES): O=[N+]([O-])/C=C/Cl
- Energy above the lowest of the compared OMol25 structures with the same formula, charge and spin: 115.92 kcal per mole
- Charge: 0
- Largest force on an atom: 0.204 hartree/bohr
- HOMO-LUMO gap: 8.57 eV
- E_tot: -20208.585 eV

Last columns: bonded neighbours and bond lengths (Å).
CARTESIAN COORDINATES (ANGSTROEM)
1 O -1.852 -1.309 -0.068  N2 1.209
2 N -1.676 -0.114 -0.013  O1 1.209, O3 1.209, C4 1.412
3 O -2.526 0.737 0.109  N2 1.209
4 C -0.381 0.440 -0.101  N2 1.412, C5 1.581, H7 1.095
5 C 0.848 -0.522 0.155  C4 1.581, Cl6 1.636, H8 1.013
6 Cl 2.337 0.131 -0.019  C5 1.636
7 H -0.099 1.430 -0.475  C4 1.095
8 H 0.551 -1.391 0.585  C5 1.013